1.
{
  "formula": "C3H3NO2",
  "method": "ωB97M-V/def2-TZVPD",
  "species": ["N", "C", "C", "O", "C", "O", "H", "H", "H"],
  "positions_angstrom": [[-1.086, 0.287, -2.465], [-0.703, 0.039, -1.403], [-0.356, -0.265, -0.001], [0.192, -1.533, 0.136], [0.562, 0.790, 0.624], [1.452, 0.434, 1.356], [-1.313, -0.165, 0.541], [0.914, -1.437, 0.783], [0.338, 1.852, 0.429]],
  "total_charge": 0,
  "spin_multiplicity": 1,
  "homo_energy_ev": -11.207,
  "e_above_lowest_kj_mol": 169.2
}

2.
{
  "formula": "C6H2F4N2",
  "method": "ωB97M-V/def2-TZVPD",
  "species": ["N", "C", "C", "F", "C", "F", "C", "F", "C", "N", "C", "F", "H", "H"],
  "positions_angstrom": [[2.971, -0.873, 1.264], [2.073, -0.610, 0.594], [0.908, -0.287, -0.204], [1.258, -0.491, -1.511], [0.433, 1.105, 0.043], [1.431, 2.033, 0.344], [-0.845, 1.478, -0.184], [-1.162, 2.739, -0.111], [-1.827, 0.425, -0.384], [-1.630, -0.815, -0.223], [-0.297, -1.239, 0.180], [-0.048, -2.421, -0.459], [-2.787, 0.595, -0.623], [-0.477, -1.639, 1.274]],
  "total_charge": 0,
  "spin_multiplicity": 1,
  "homo_energy_ev": -10.758,
  "e_above_lowest_kj_mol": 0.0
}

3.
{
  "formula": "C4H8N2O2",
  "method": "ωB97M-V/def2-TZVPD",
  "species": ["C", "C", "C", "N", "O", "H", "H", "H", "H", "H", "H", "H", "N", "C", "O", "H"],
  "positions_angstrom": [[-0.954, -0.382, -0.949], [-0.315, -0.082, 0.386], [-0.839, 0.801, 1.490], [0.536, -0.884, 0.935], [0.889, -1.956, 0.149], [-1.540, 0.434, -1.404], [-1.716, -1.098, -1.001], [-0.274, -0.508, -1.722], [-1.090, 1.852, 1.281], [-0.271, 0.506, 2.445], [-1.871, 0.479, 1.658], [0.459, -1.843, -0.700], [2.272, 0.253, -0.837], [1.309, 0.980, -0.606], [0.749, 2.024, -0.784], [2.656, -0.577, -0.339]],
  "total_charge": 0,
  "spin_multiplicity": 1,
  "homo_energy_ev": -9.930,
  "e_above_lowest_kj_mol": 451.1
}

4.
{
  "formula": "C18H12AsCl2NO8RhS2",
  "method": "ωB97M-V/def2-TZVPD",
  "species": ["Rh", "Cl", "C", "C", "C", "C", "C", "Cl", "C", "S", "H", "H", "H", "O", "C", "O", "C", "C", "C", "C", "C", "N", "H", "H", "H", "H", "O", "As", "O", "O", "C", "C", "C", "C", "C", "C", "S", "O", "O", "O", "H", "H", "H", "H", "H"],
  "positions_angstrom": [[0.078, 0.159, 0.382], [0.238, 0.578, 2.672], [1.932, 0.310, 3.053], [2.268, 0.333, 4.390], [3.594, 0.156, 4.747], [4.542, -0.036, 3.753], [4.164, -0.059, 2.424], [5.394, -0.306, 1.225], [2.831, 0.101, 2.008], [2.402, 0.010, 0.321], [1.497, 0.472, 5.136], [3.885, 0.159, 5.788], [5.585, -0.180, 4.001], [-0.069, 1.112, -3.480], [-0.020, 1.006, -2.273], [0.034, -0.097, -1.600], [-0.025, 2.269, -1.426], [-0.137, 3.516, -2.008], [-0.149, 4.634, -1.194], [-0.046, 4.465, 0.178], [0.066, 3.187, 0.692], [0.077, 2.116, -0.099], [-0.216, 3.562, -3.085], [-0.241, 5.625, -1.620], [-0.055, 5.308, 0.854], [0.148, 3.007, 1.753], [-2.562, -1.772, -1.230], [-3.014, -0.977, 0.266], [-4.577, -0.533, 0.210], [-1.955, 0.311, 0.515], [-2.864, -2.350, 1.656], [-4.102, -2.624, 2.240], [-4.234, -3.592, 3.222], [-3.124, -4.313, 3.636], [-1.890, -4.056, 3.067], [-1.757, -3.077, 2.087], [-0.080, -2.864, 1.519], [0.340, -4.149, 1.036], [0.645, -2.291, 2.631], [-0.195, -1.879, 0.371], [-1.595, -1.855, -1.252], [-4.956, -2.056, 1.892], [-5.206, -3.786, 3.659], [-3.217, -5.077, 4.399], [-1.012, -4.612, 3.370]],
  "total_charge": -1,
  "spin_multiplicity": 1,
  "homo_energy_ev": -5.446,
  "e_above_lowest_kj_mol": 2.4
}

5.
{
  "formula": "C31H34N6O2SbScSe4",
  "method": "ωB97M-V/def2-TZVPD",
  "species": ["Sc", "C", "C", "C", "C", "C", "N", "C", "C", "C", "N", "C", "C", "C", "C", "C", "C", "C", "C", "N", "C", "C", "C", "N", "C", "C", "C", "C", "O", "C", "O", "H", "H", "H", "H", "H", "H", "H", "H", "H", "H", "H", "H", "H", "H", "H", "H", "H", "H", "H", "H", "H", "H", "H", "H", "H", "H", "H", "H", "Se", "Sb", "Se", "Se", "Se", "N", "C", "N", "C", "C", "C", "C", "C", "C", "H", "H", "H", "H", "H", "H"],
  "positions_angstrom": [[-0.097, -1.064, 1.384], [-3.272, 4.926, -0.514], [-2.538, 3.764, 0.099], [-1.160, 3.720, 0.134], [-0.445, 2.628, 0.685], [0.954, 2.577, 0.535], [1.751, 1.336, 0.365], [4.012, 0.502, -0.375], [3.833, -0.074, -1.779], [2.402, -0.434, -2.141], [1.695, 0.732, -2.708], [0.480, 0.731, -3.181], [-0.495, -0.279, -2.981], [-1.237, -0.636, -4.129], [-2.065, -1.725, -4.137], [-2.764, -2.205, -5.377], [-2.215, -2.405, -2.921], [-1.602, -2.027, -1.741], [-1.962, -2.814, -0.569], [-1.565, -2.662, 0.629], [-2.153, -3.608, 1.593], [-2.715, -2.933, 2.833], [-3.603, -1.748, 2.511], [-2.769, -0.662, 1.995], [-3.334, 0.441, 1.712], [-2.600, 1.600, 1.215], [-3.247, 2.669, 0.612], [-1.196, 1.623, 1.373], [-0.597, 0.774, 2.135], [-0.706, -0.923, -1.728], [-0.171, -0.451, -0.647], [-2.579, 5.707, -0.825], [-3.975, 5.367, 0.194], [-3.844, 4.618, -1.392], [-0.593, 4.531, -0.316], [1.505, 3.456, 0.236], [1.288, 0.828, -0.395], [3.800, -0.266, 0.372], [5.055, 0.800, -0.247], [4.418, -0.992, -1.849], [4.249, 0.601, -2.538], [1.863, -0.817, -1.274], [2.348, -1.229, -2.888], [2.279, 1.517, -2.964], [0.250, 1.551, -3.857], [-1.083, -0.071, -5.043], [-2.640, -1.498, -6.196], [-3.832, -2.338, -5.202], [-2.359, -3.166, -5.697], [-2.858, -3.278, -2.892], [-2.682, -3.605, -0.785], [-1.371, -4.314, 1.869], [-2.945, -4.175, 1.094], [-1.904, -2.595, 3.485], [-3.276, -3.685, 3.392], [-4.119, -1.410, 3.414], [-4.370, -2.022, 1.777], [-4.421, 0.557, 1.816], [-4.331, 2.655, 0.539], [1.648, -3.759, -3.076], [1.360, -4.914, -0.970], [1.921, -2.862, 0.624], [1.052, -3.029, 2.788], [-0.721, -6.038, -0.585], [3.630, 2.496, 1.081], [3.172, 1.729, -0.039], [1.813, 0.328, 1.402], [2.525, 0.834, 2.486], [2.380, 0.275, 3.760], [3.136, 0.708, 4.833], [4.055, 1.737, 4.678], [4.210, 2.314, 3.430], [3.470, 1.866, 2.345], [4.546, 2.896, 0.943], [3.086, 2.397, -0.905], [1.669, -0.528, 3.894], [2.997, 0.242, 5.800], [4.643, 2.088, 5.516], [4.917, 3.123, 3.283]],
  "total_charge": 0,
  "spin_multiplicity": 1,
  "homo_energy_ev": [-6.936, -6.580],
  "e_above_lowest_kj_mol": 435.8
}

6.
{
  "formula": "C21H26N2O7",
  "method": "ωB97M-V/def2-TZVPD",
  "species": ["C", "H", "O", "C", "C", "H", "H", "O", "C", "O", "C", "C", "N", "C", "C", "C", "O", "O", "C", "C", "H", "H", "H", "C", "H", "H", "H", "H", "C", "C", "C", "C", "C", "C", "C", "H", "H", "H", "N", "O", "O", "H", "H", "C", "H", "H", "H", "H", "C", "H", "H", "H", "H", "H", "H", "H"],
  "positions_angstrom": [[-5.632, -1.221, -1.480], [-6.494, -1.722, -1.462], [-4.558, -2.034, -1.111], [-3.364, -1.617, -1.133], [-2.446, -2.775, -0.630], [-2.502, -3.609, -1.013], [-2.895, -2.978, 0.701], [-1.195, -1.999, -0.548], [-0.243, -2.779, -0.037], [-0.357, -3.995, 0.392], [1.030, -1.890, 0.125], [2.150, -2.587, 0.342], [3.441, -2.135, 0.337], [3.542, -0.566, 0.046], [2.397, 0.009, -0.469], [2.351, 1.387, -0.677], [3.432, 1.973, -0.851], [1.146, 1.782, -1.025], [1.122, 3.310, -1.569], [-0.277, 3.318, -2.231], [-0.432, 4.278, -2.812], [-0.292, 2.686, -3.038], [-1.118, 3.108, -1.695], [0.867, 4.138, -0.092], [1.848, 4.184, 0.067], [0.182, 3.796, 0.350], [0.794, 4.938, -0.563], [1.932, 3.654, -2.130], [0.951, -0.641, -0.102], [0.289, 0.066, 0.948], [-0.954, 0.810, 0.553], [-1.699, 1.305, 1.493], [-1.134, 1.438, 2.935], [0.033, 0.682, 3.159], [0.723, 0.098, 2.176], [1.748, -0.095, 2.430], [0.490, 0.854, 4.008], [-1.737, 1.919, 3.948], [-2.965, 1.960, 1.342], [-3.553, 1.808, 0.333], [-3.389, 2.527, 2.336], [-1.509, 0.752, -0.157], [0.389, -0.507, -1.123], [4.875, -0.288, -0.010], [5.399, -0.667, -0.825], [5.096, 0.832, -0.346], [5.471, -0.359, 0.986], [4.407, -2.588, 0.701], [2.475, -4.024, 0.711], [1.372, -4.580, 0.837], [2.890, -4.136, 1.771], [3.170, -4.545, 0.072], [-2.918, -1.310, -2.240], [-3.324, -0.725, -0.443], [-5.558, -0.358, -0.870], [-5.466, -0.883, -2.411]],
  "total_charge": 0,
  "spin_multiplicity": 1,
  "homo_energy_ev": -8.064,
  "e_above_lowest_kj_mol": 2056.5
}